1.
Density functional theory data (wB97M-V/def2-TZVPD) for a molecular structure, C44H45N4OP2Re.

```
! wB97M-V def2-TZVPD RIJCOSX def2/J DEFGRID3
* xyz 1 2
Re 0.42 0.04 0.27
C 2.66 2.57 0.45
P 0.82 2.41 0.25
C 0.51 3.32 -1.30
C 1.15 2.88 -2.46
C 0.96 3.53 -3.66
C 0.10 4.62 -3.73
C -0.56 5.06 -2.60
C -0.35 4.42 -1.38
C 0.06 3.47 1.52
C 0.67 4.61 2.03
C 0.00 5.40 2.96
C -1.28 5.05 3.38
C -1.89 3.92 2.86
C -1.22 3.13 1.94
C 3.24 1.23 0.73
C 4.52 0.83 1.01
C 4.48 -0.57 1.31
C 3.17 -0.97 1.19
C 2.48 -2.25 1.54
P 0.92 -2.31 0.58
C 1.32 -3.36 -0.84
C 1.08 -4.73 -0.82
C 1.47 -5.51 -1.89
C 2.13 -4.94 -2.98
C 2.39 -3.58 -2.98
C 1.99 -2.79 -1.92
C -0.29 -3.28 1.54
C -0.10 -3.68 2.87
C -1.11 -4.34 3.55
C -2.32 -4.63 2.93
C -2.51 -4.25 1.60
C -1.50 -3.58 0.92
N 2.41 0.13 0.82
H 2.88 3.27 1.26
H 3.05 3.02 -0.46
H 1.82 2.02 -2.41
H 1.46 3.17 -4.55
H -0.06 5.12 -4.68
H -1.23 5.90 -2.65
H -0.87 4.77 -0.49
H 1.66 4.91 1.70
H 0.48 6.29 3.35
H -1.79 5.67 4.10
H -2.90 3.66 3.17
H -1.70 2.26 1.52
H 5.40 1.46 1.03
H 5.31 -1.19 1.60
H 2.22 -2.25 2.61
H 3.09 -3.13 1.36
H 0.56 -5.18 0.02
H 1.26 -6.58 -1.88
H 2.43 -5.56 -3.81
H 2.92 -3.13 -3.82
H 2.22 -1.73 -1.92
H 0.84 -3.49 3.37
H -0.94 -4.67 4.58
H -3.10 -5.16 3.46
H -3.44 -4.48 1.10
H -1.65 -3.30 -0.12
C -1.87 -0.98 5.87
N -1.50 -0.66 4.51
C -2.41 -0.71 3.37
C -1.46 -0.36 2.26
O -1.70 -0.24 1.05
N -0.21 -0.20 2.73
C -0.27 -0.39 4.05
N 0.82 -0.34 4.81
H -2.92 -0.74 6.01
H -1.31 -0.37 6.58
H -1.72 -2.03 6.10
H -3.23 0.01 3.46
H -2.81 -1.71 3.21
H 1.68 -0.05 4.37
H 0.79 -0.43 5.81
C -2.21 1.35 -1.83
C -1.39 0.16 -2.35
C -2.25 -1.12 -2.16
C -0.10 -0.05 -1.56
C -1.07 0.32 -3.84
C -1.46 1.44 -4.57
C -1.15 1.55 -5.92
C -0.44 0.55 -6.57
C -0.05 -0.57 -5.85
C -0.36 -0.68 -4.50
H -2.47 1.20 -0.79
H -3.14 1.45 -2.40
H -1.65 2.28 -1.92
H -2.56 -1.20 -1.12
H -1.70 -2.03 -2.44
H -3.14 -1.06 -2.79
H 0.72 -0.31 -2.24
H -2.00 2.24 -4.09
H -1.47 2.43 -6.46
H -0.21 0.64 -7.62
H 0.50 -1.37 -6.34
H -0.04 -1.57 -3.97
*
```

Properties
E_tot in a.u.: -2758.8030
Orbital gap (spin up / spin down) in eV: 7.4 / 7.7
HOMO energy (spin up / spin down) in eV: -9.380 / -9.710



2.
Density functional theory data (wB97M-V/def2-TZVPD) for 2 unconnected molecules or ions with the total composition C4H7Cl2FO at a distorted geometry.

```
! wB97M-V def2-TZVPD RIJCOSX def2/J DEFGRID3
* xyz 0 1
C -0.39 -1.66 -0.95
C -1.20 1.61 1.34
C 1.68 -0.17 -0.36
C 0.16 -0.24 -0.73
O -0.60 0.42 1.18
F -0.37 0.63 -1.53
Cl 2.15 -1.00 1.19
Cl 2.35 1.44 -0.49
H 0.49 -2.29 -1.04
H -0.97 -1.96 -0.08
H -1.12 -1.78 -1.79
H -1.73 1.53 2.37
H -1.96 1.88 0.52
H -0.62 2.44 1.45
H 2.12 -0.86 -1.09
*
```

Properties
E_tot in a.u.: -1251.9583
Orbital gap (spin up / spin down) in eV: 8.5 / 8.5
HOMO energy (spin up / spin down) in eV: -8.846 / -8.848
ΔE to the lowest compared entry with this formula, charge and spin in kcal per mole: 67.7



3.
Density functional theory data (wB97M-V/def2-TZVPD) for 9 unconnected molecules or ions with the total composition C33H79BNO9 at a distorted geometry.

```
! wB97M-V def2-TZVPD RIJCOSX def2/J DEFGRID3
* xyz 1 1
C 2.62 1.00 1.33
C 3.08 2.36 2.00
C 2.22 3.63 1.59
C 0.68 3.41 1.65
C -0.16 4.12 0.69
C -1.61 3.86 0.74
C -2.12 2.91 1.75
B -3.69 2.49 1.90
C -4.21 1.38 0.84
O -4.51 3.06 2.90
C -1.19 2.27 2.69
N 0.17 2.55 2.60
H 1.55 0.97 1.00
H 2.71 0.21 2.14
H 3.34 0.69 0.53
H 3.06 2.25 3.11
H 4.14 2.57 1.65
H 2.45 4.45 2.34
H 2.51 3.95 0.55
H 0.34 4.79 -0.03
H -2.29 4.35 0.01
H -3.66 0.42 1.07
H -3.89 1.72 -0.19
H -5.32 1.26 0.92
H -5.03 2.35 3.33
H -1.60 1.56 3.45
H 0.78 2.06 3.27
C 3.39 -1.77 -3.25
C 3.19 -1.88 -1.75
C 3.00 -3.33 -1.32
O 2.05 -1.11 -1.36
H 2.51 -2.15 -3.79
H 3.52 -0.73 -3.55
H 4.27 -2.34 -3.58
H 4.06 -1.46 -1.23
H 2.11 -3.76 -1.79
H 2.85 -3.39 -0.24
H 3.86 -3.94 -1.59
H 1.28 -1.48 -1.81
C -5.31 0.90 -4.56
C -5.40 0.85 -3.05
C -6.58 1.66 -2.54
O -4.19 1.37 -2.48
H -5.17 1.92 -4.92
H -4.45 0.32 -4.91
H -6.21 0.49 -5.02
H -5.49 -0.18 -2.71
H -6.48 2.72 -2.82
H -6.63 1.63 -1.45
H -7.52 1.28 -2.94
H -4.09 2.29 -2.77
C 6.33 -7.20 -1.20
C 4.89 -7.34 -0.73
C 4.47 -8.80 -0.65
O 4.02 -6.65 -1.63
H 6.45 -7.62 -2.20
H 6.61 -6.14 -1.26
H 7.01 -7.70 -0.51
H 4.77 -6.87 0.25
H 4.54 -9.28 -1.64
H 3.43 -8.89 -0.33
H 5.11 -9.35 0.04
H 4.11 -7.05 -2.50
C -5.16 3.63 -8.36
C -5.80 2.27 -8.57
C -6.71 2.26 -9.78
O -6.55 1.91 -7.40
H -5.93 4.40 -8.19
H -4.52 3.63 -7.48
H -4.57 3.93 -9.23
H -5.02 1.51 -8.69
H -7.53 2.97 -9.66
H -7.17 1.27 -9.91
H -6.16 2.51 -10.69
H -7.24 2.57 -7.28
C 0.45 4.59 5.33
C 1.59 4.92 6.28
C 1.30 6.19 7.07
O 2.79 5.10 5.53
H 0.30 5.40 4.60
H 0.68 3.69 4.76
H -0.49 4.44 5.87
H 1.75 4.09 6.97
H 1.18 7.05 6.41
H 2.13 6.42 7.74
H 0.39 6.08 7.67
H 2.66 5.83 4.92
C -4.12 7.03 4.82
C -2.76 6.38 4.69
C -2.19 6.57 3.29
O -2.86 4.98 4.97
H -4.84 6.58 4.13
H -4.52 6.87 5.83
H -4.07 8.10 4.63
H -2.07 6.81 5.42
H -2.84 6.10 2.54
H -1.21 6.09 3.20
H -2.08 7.63 3.04
H -3.46 4.59 4.33
C 10.78 -7.74 1.67
C 9.43 -8.37 1.97
C 9.59 -9.61 2.84
O 8.78 -8.72 0.75
H 11.42 -8.43 1.12
H 10.66 -6.85 1.04
H 11.30 -7.44 2.58
H 8.80 -7.64 2.48
H 10.19 -10.37 2.32
H 8.61 -10.06 3.04
H 10.07 -9.37 3.79
H 9.34 -9.36 0.29
C -3.34 -2.69 0.52
C -4.21 -2.98 -0.69
C -3.42 -2.90 -1.98
O -5.29 -2.04 -0.73
H -2.92 -1.68 0.46
H -3.92 -2.74 1.44
H -2.51 -3.40 0.59
H -4.66 -3.97 -0.59
H -3.00 -1.90 -2.12
H -4.06 -3.10 -2.84
H -2.59 -3.62 -1.98
H -4.91 -1.16 -0.82
*
```

Properties
E_tot in a.u.: -2061.2913
Orbital gap in eV: 7.3
HOMO energy in eV: -11.291
ΔE to the lowest compared entry with this formula, charge and spin in kcal per mole: 0.0